Entry 1:
ORCA calculation (wB97M-V/def2-TZVPD) on a molecular structure, C26H59N9O3P2SSiTeY.

CARTESIAN COORDINATES (ANGSTROEM)
Y  0.930  0.771  -0.291
N  -1.211  2.087  -0.036
C  -1.150  3.541  -0.199
C  -0.081  3.887  -1.226
N  1.213  3.239  -0.940
C  2.068  3.965  0.008
C  1.736  3.602  1.448
N  1.818  2.143  1.576
H  -1.673  1.792  0.820
H  -1.720  1.654  -0.806
H  -2.106  3.964  -0.525
H  -0.936  3.989  0.769
H  -0.402  3.524  -2.204
H  0.038  4.974  -1.294
H  1.703  3.148  -1.825
H  3.103  3.678  -0.201
H  2.002  5.049  -0.135
H  2.416  4.123  2.128
H  0.729  3.911  1.713
H  2.783  1.841  1.485
H  1.497  1.824  2.486
C  -0.589  -3.518  -0.584
N  -1.180  -3.159  0.701
C  -2.159  -4.120  1.191
P  -0.507  -2.036  1.668
O  0.079  -0.908  0.886
O  -1.751  -1.550  2.539
P  -2.046  -0.116  3.234
O  -1.105  0.979  2.936
N  -3.542  0.186  2.605
C  -4.058  1.548  2.696
C  -4.587  -0.827  2.597
N  -2.012  -0.528  4.828
C  -1.678  0.477  5.830
C  -2.759  -1.654  5.363
N  0.544  -2.576  2.811
C  1.962  -2.722  2.494
C  0.078  -3.590  3.753
H  -1.402  -3.699  -1.287
H  0.029  -4.416  -0.499
H  0.011  -2.702  -0.972
H  -2.950  -4.226  0.446
H  -2.615  -3.775  2.117
H  -1.707  -5.101  1.365
H  -3.249  2.266  2.583
H  -4.571  1.733  3.647
H  -4.775  1.700  1.888
H  -4.162  -1.813  2.423
H  -5.277  -0.616  1.778
H  -5.160  -0.842  3.531
H  -1.136  1.298  5.369
H  -1.044  0.027  6.596
H  -2.578  0.867  6.316
H  -3.039  -2.352  4.576
H  -3.674  -1.323  5.866
H  -2.147  -2.192  6.091
H  2.270  -1.964  1.782
H  2.184  -3.713  2.083
H  2.537  -2.593  3.412
H  -0.968  -3.440  4.007
H  0.659  -3.509  4.673
H  0.207  -4.603  3.356
Te  0.397  0.633  -3.206
C  1.879  1.972  -3.922
C  3.121  2.132  -3.311
C  4.040  3.061  -3.786
C  3.737  3.841  -4.891
C  2.508  3.678  -5.517
C  1.589  2.756  -5.038
H  3.401  1.511  -2.467
H  5.001  3.159  -3.295
H  4.451  4.561  -5.269
H  2.259  4.272  -6.387
H  0.635  2.650  -5.539
C  -2.065  -1.759  -4.290
N  -3.154  -0.864  -3.944
C  -4.088  -0.389  -4.848
C  -4.949  0.393  -4.170
N  -4.524  0.385  -2.857
C  -3.425  -0.391  -2.706
S  -2.596  -0.688  -1.261
H  -1.426  -1.289  -5.034
H  -2.470  -2.697  -4.668
H  -1.482  -1.940  -3.392
H  -4.044  -0.647  -5.891
H  -5.805  0.952  -4.499
H  -4.954  0.848  -2.077
C  5.466  -2.069  -0.023
Si  4.044  -1.317  -1.009
C  4.726  -0.739  -2.662
C  2.832  -2.713  -1.403
C  3.209  0.044  -0.048
H  6.008  -2.824  -0.597
H  5.104  -2.550  0.891
H  6.181  -1.300  0.278
H  5.350  -1.529  -3.088
H  5.350  0.153  -2.574
H  3.930  -0.524  -3.378
H  3.354  -3.553  -1.868
H  2.072  -2.364  -2.108
H  2.325  -3.098  -0.516
H  3.907  0.900  -0.086
H  3.215  -0.266  1.011

## Properties
LUMO: -1.730 eV
net charge: +1

Entry 2:
ORCA calculation (wB97M-V/def2-TZVPD) on 2 unconnected molecules or ions with the total composition C26H60N4OP at a distorted geometry.

CARTESIAN COORDINATES (ANGSTROEM)
C  -3.576  3.302  0.931
C  -4.757  2.717  1.842
C  -4.273  2.568  3.350
C  -3.314  1.308  3.549
C  -1.806  1.744  3.873
C  -1.192  0.615  4.803
C  0.389  0.484  4.589
C  0.611  -0.301  3.234
C  2.020  0.101  2.641
C  2.314  -0.877  1.421
C  1.935  -0.112  0.068
C  1.596  -1.243  -0.994
N  1.347  -0.673  -2.368
C  2.676  -0.164  -2.848
C  2.752  1.406  -3.068
C  4.195  1.928  -2.600
C  1.692  2.248  -2.252
C  0.883  -1.745  -3.217
N  1.045  -3.119  -2.737
P  1.584  -4.234  -3.990
N  1.676  -5.700  -3.336
N  0.303  -1.471  -4.365
C  0.090  -0.081  -4.848
C  -1.122  0.671  -4.153
C  -2.180  -0.270  -3.448
C  -2.973  0.563  -2.328
C  -3.143  -0.403  -1.069
C  -1.813  -0.447  -0.192
C  -1.682  -1.802  0.646
C  -2.960  -2.101  1.536
H  -2.977  4.013  1.572
H  -4.027  3.882  0.074
H  -2.899  2.482  0.578
H  -5.001  1.685  1.455
H  -5.676  3.355  1.771
H  -3.690  3.487  3.639
H  -5.146  2.501  4.059
H  -3.699  0.739  4.439
H  -3.351  0.638  2.640
H  -1.184  1.830  2.943
H  -1.809  2.702  4.453
H  -1.463  0.768  5.889
H  -1.643  -0.370  4.496
H  0.784  1.533  4.475
H  0.885  -0.051  5.445
H  0.555  -1.407  3.421
H  -0.198  -0.024  2.503
H  1.965  1.143  2.213
H  2.853  0.077  3.396
H  3.409  -1.143  1.449
H  1.681  -1.810  1.429
H  1.023  0.541  0.208
H  2.832  0.504  -0.209
H  0.680  -1.769  -0.592
H  2.478  -1.952  -0.982
H  2.851  -0.635  -3.868
H  3.546  -0.479  -2.217
H  2.705  1.635  -4.173
H  4.350  3.003  -2.912
H  4.138  1.966  -1.469
H  5.029  1.257  -2.926
H  0.687  1.767  -2.146
H  1.521  3.202  -2.841
H  2.113  2.592  -1.265
H  0.111  -3.396  -2.392
H  0.634  -4.358  -5.074
H  2.897  -3.898  -4.483
H  1.391  -5.596  -2.351
H  -0.063  -2.215  -4.967
H  -0.152  -0.152  -5.949
H  1.033  0.535  -4.802
H  -1.677  1.207  -4.981
H  -0.776  1.493  -3.464
H  -1.738  -1.150  -2.909
H  -2.871  -0.685  -4.235
H  -3.984  0.893  -2.675
H  -2.326  1.425  -2.014
H  -3.277  -1.441  -1.500
H  -4.052  -0.167  -0.453
H  -1.916  0.401  0.551
H  -0.882  -0.291  -0.806
H  -0.765  -1.718  1.299
H  -1.492  -2.626  -0.104
H  -2.679  -1.962  2.619
H  -3.812  -1.391  1.349
H  -3.356  -3.141  1.353
C  5.652  -0.723  4.431
O  5.232  -0.528  3.084
H  4.835  -0.442  5.095
H  5.904  -1.773  4.595
H  6.521  -0.096  4.645
H  5.967  -0.782  2.517

## Properties
LUMO: -3.903 eV
net charge: +1

Entry 3:
ORCA calculation (wB97M-V/def2-TZVPD) on 10 unconnected molecules or ions with the total composition C26H60O16S7 at a distorted geometry.

CARTESIAN COORDINATES (ANGSTROEM)
C  7.786  -22.712  8.285
C  6.380  -22.994  7.794
C  6.052  -22.255  6.522
O  5.408  -23.210  5.712
C  5.632  -24.401  6.182
O  5.199  -25.465  5.748
O  6.253  -24.303  7.397
H  8.485  -23.126  7.559
H  8.025  -23.261  9.196
H  7.946  -21.653  8.486
H  5.645  -22.692  8.541
H  7.001  -21.996  6.052
H  5.418  -21.391  6.719
C  10.028  -30.823  10.041
C  8.497  -30.897  9.748
C  8.090  -31.795  8.583
O  6.970  -32.501  9.068
C  6.809  -32.361  10.321
O  5.980  -32.948  10.986
O  7.879  -31.657  10.771
H  10.466  -31.821  10.058
H  10.298  -30.352  10.987
H  10.512  -30.303  9.215
H  8.017  -29.920  9.689
H  8.906  -32.506  8.453
H  7.861  -31.327  7.626
C  12.890  -19.958  10.741
C  11.542  -20.506  10.172
C  11.063  -19.672  8.958
O  11.082  -20.618  7.920
C  11.450  -21.820  8.296
O  11.521  -22.834  7.610
O  11.796  -21.748  9.590
H  13.020  -20.477  11.691
H  12.755  -18.911  11.015
H  13.824  -20.049  10.188
H  10.736  -20.502  10.905
H  11.807  -18.900  8.761
H  10.069  -19.256  9.122
C  13.907  -29.412  7.042
S  13.582  -28.114  5.746
O  14.928  -27.945  5.140
C  12.673  -29.283  4.644
H  14.318  -30.319  6.598
H  12.945  -29.747  7.429
H  14.536  -29.049  7.856
H  11.897  -28.803  4.048
H  12.120  -29.931  5.323
H  13.367  -29.905  4.078
C  8.417  -27.970  4.629
S  9.119  -26.574  3.667
O  10.018  -27.072  2.574
C  7.545  -25.983  2.851
H  9.267  -28.473  5.090
H  7.890  -28.709  4.026
H  7.735  -27.734  5.446
H  6.782  -25.888  3.624
H  7.176  -26.661  2.082
H  7.658  -25.024  2.346
C  10.465  -26.926  7.727
S  10.808  -27.211  9.532
O  12.082  -28.058  9.711
C  11.348  -25.473  9.824
H  11.401  -26.879  7.170
H  9.931  -25.989  7.565
H  9.826  -27.749  7.408
H  11.773  -25.369  10.822
H  10.443  -24.867  9.863
H  11.998  -25.183  8.998
C  14.803  -23.200  8.370
S  15.060  -23.997  6.751
O  16.243  -23.377  6.082
C  15.653  -25.645  7.426
H  14.332  -22.236  8.179
H  15.724  -23.117  8.947
H  14.152  -23.867  8.936
H  14.872  -26.075  8.053
H  16.494  -25.530  8.109
H  16.044  -26.259  6.615
C  8.778  -23.002  12.652
S  9.211  -24.641  13.428
O  9.291  -25.686  12.306
C  10.938  -24.275  13.955
H  8.676  -22.137  13.307
H  7.909  -23.120  12.004
H  9.531  -22.758  11.902
H  11.635  -24.226  13.119
H  11.305  -24.938  14.739
H  10.925  -23.266  14.367
C  14.740  -26.423  11.017
S  15.483  -24.837  11.676
O  14.350  -24.143  12.459
C  16.507  -25.588  12.958
H  14.006  -26.174  10.249
H  14.200  -26.853  11.860
H  15.445  -27.191  10.699
H  16.067  -26.481  13.402
H  16.626  -24.907  13.801
H  17.535  -25.838  12.694
C  5.133  -28.810  8.994
S  6.484  -27.778  8.233
O  7.709  -28.609  7.967
C  6.894  -26.703  9.669
H  4.885  -29.598  8.283
H  4.313  -28.200  9.373
H  5.596  -29.289  9.857
H  7.164  -27.390  10.471
H  6.124  -25.979  9.938
H  7.836  -26.205  9.442

## Properties
LUMO: -0.304 eV
net charge: 0

Entry 4:
ORCA calculation (wB97M-V/def2-TZVPD) on a molecular structure, C26H63AlB2FNO18P3 at a distorted geometry.

CARTESIAN COORDINATES (ANGSTROEM)
C  -1.450  -2.170  3.704
C  -1.642  -1.709  2.464
C  -1.253  -2.309  1.121
B  -2.037  -3.685  0.885
O  -2.380  -4.488  1.965
N  -2.353  -4.147  -0.476
C  -2.502  -5.606  -0.528
C  -3.580  -3.538  -1.019
O  -1.919  -1.439  0.169
Al  -0.870  -1.067  -1.209
C  -0.855  -2.254  -2.825
C  0.390  -3.166  -2.874
C  0.091  -4.684  -2.947
C  0.718  -5.505  -1.818
C  1.029  -6.970  -2.174
C  0.039  -7.982  -1.608
O  -1.222  -8.012  -2.249
C  -1.165  -8.388  -3.606
C  -0.886  0.895  -1.613
B  -2.266  1.424  -1.254
O  -2.482  2.061  -0.019
O  -3.391  1.265  -2.093
O  0.610  -1.418  -0.261
C  0.278  -2.380  0.690
C  1.373  -2.429  1.753
F  1.283  -1.401  2.700
C  1.537  -3.779  2.467
C  2.984  -4.283  2.431
H  -0.636  -2.818  3.998
H  -2.117  -1.837  4.495
H  -2.195  -0.777  2.358
H  -3.317  -4.691  1.989
H  -1.733  -6.105  0.060
H  -2.446  -5.934  -1.571
H  -3.483  -5.942  -0.149
H  -4.337  -3.337  -0.248
H  -3.346  -2.586  -1.493
H  -3.999  -4.199  -1.783
H  -1.766  -2.856  -2.930
H  -0.843  -1.589  -3.700
H  1.047  -2.991  -2.018
H  0.973  -2.912  -3.766
H  0.490  -5.074  -3.893
H  -0.992  -4.841  -2.988
H  1.656  -5.026  -1.516
H  0.077  -5.500  -0.928
H  1.127  -7.092  -3.257
H  1.999  -7.243  -1.741
H  0.484  -8.988  -1.576
H  -0.173  -7.700  -0.572
H  -0.342  -9.089  -3.790
H  -1.013  -7.517  -4.253
H  -2.114  -8.865  -3.857
H  -0.574  1.043  -2.651
H  -0.120  1.332  -0.964
H  -2.486  1.414  0.693
H  -3.595  0.347  -2.264
H  0.406  -3.370  0.202
H  2.290  -2.224  1.188
H  1.194  -3.694  3.497
H  0.933  -4.507  1.918
H  3.623  -3.736  3.130
H  3.408  -4.139  1.432
H  3.047  -5.351  2.651
C  0.428  7.748  -3.611
O  1.341  7.251  -2.623
P  1.783  5.732  -2.751
O  2.489  5.368  -3.976
O  0.478  4.865  -2.538
C  -0.392  5.137  -1.424
O  2.604  5.609  -1.402
C  3.199  4.326  -1.123
H  0.767  8.738  -3.904
H  0.401  7.103  -4.489
H  -0.569  7.816  -3.176
H  -1.372  5.408  -1.812
H  -0.014  5.952  -0.807
H  -0.491  4.236  -0.822
H  3.075  3.636  -1.956
H  2.727  3.911  -0.236
H  4.261  4.480  -0.941
C  -6.311  0.627  5.791
O  -6.235  0.004  4.503
P  -5.600  0.856  3.322
O  -4.232  1.321  3.512
O  -6.593  2.087  3.103
C  -7.996  1.855  2.961
O  -5.886  -0.156  2.151
C  -5.463  0.219  0.822
H  -6.017  -0.112  6.532
H  -5.644  1.486  5.858
H  -7.338  0.942  5.978
H  -8.517  2.349  3.781
H  -8.234  0.791  2.970
H  -8.322  2.287  2.017
H  -4.903  1.153  0.810
H  -6.348  0.323  0.195
H  -4.831  -0.576  0.431
C  5.461  7.751  -0.510
O  6.470  8.234  0.400
P  7.911  7.601  0.301
O  8.639  7.759  -0.953
O  7.751  6.063  0.675
C  7.017  5.675  1.844
O  8.539  8.299  1.579
C  9.908  8.000  1.889
H  4.900  8.605  -0.876
H  5.901  7.220  -1.353
H  4.789  7.085  0.029
H  6.162  5.077  1.535
H  6.670  6.540  2.409
H  7.669  5.071  2.472
H  10.369  7.384  1.118
H  9.942  7.478  2.844
H  10.450  8.939  1.967

## Properties
LUMO: 2.085 eV
net charge: -1

> Which of these has the lowest net charge?

C26H63AlB2FNO18P3